1.
ORCA calculation (ωB97M-V/def2-TZVPD) on a molecular structure, C24H25CaI3N6OS2.

```
62
Properties=species:S:1:pos:R:3
Ca 0.082 0.896 0.382
I 0.684 -3.878 -2.125
C -0.700 -2.374 -2.555
C -1.624 -2.601 -3.597
C -2.527 -1.643 -3.953
I -3.856 -2.042 -5.505
C -2.542 -0.402 -3.253
C -3.432 0.657 -3.535
C -3.379 1.814 -2.807
C -2.432 1.921 -1.780
N -1.581 0.961 -1.482
C -1.618 -0.195 -2.205
C -0.640 -1.195 -1.840
O 0.205 -0.954 -0.881
H -1.607 -3.549 -4.118
H -4.153 0.543 -4.333
H -4.050 2.636 -3.008
H -2.376 2.824 -1.181
S -3.378 1.234 4.014
C -4.042 0.657 2.552
C -3.080 0.602 1.597
N -1.827 0.999 2.011
C -1.858 1.354 3.272
H -5.085 0.403 2.463
H -3.228 0.284 0.575
H -0.990 1.705 3.811
N 0.781 -4.185 1.542
C -0.433 -3.628 2.225
C -0.597 -2.173 1.813
N 0.594 -1.349 2.043
C 1.811 -1.960 1.501
C 2.010 -3.411 1.917
H 0.656 -4.128 0.514
H 0.896 -5.172 1.771
H -0.273 -3.745 3.297
H -1.293 -4.225 1.925
H -1.441 -1.750 2.357
H -0.826 -2.130 0.745
H 0.705 -1.152 3.032
H 2.678 -1.382 1.824
H 1.751 -1.905 0.413
H 2.142 -3.528 2.994
H 2.859 -3.858 1.403
S 0.615 5.442 -1.518
C 0.115 5.617 0.105
C -0.031 4.395 0.674
N 0.240 3.330 -0.153
C 0.592 3.757 -1.341
H -0.042 6.584 0.552
H -0.338 4.218 1.694
H 0.842 3.098 -2.160
I 2.425 2.083 2.714
C 3.364 1.501 0.928
C 4.719 1.718 0.758
C 5.285 1.286 -0.433
C 4.487 0.658 -1.379
C 3.142 0.489 -1.107
N 2.580 0.915 0.034
H 5.307 2.203 1.524
H 6.341 1.437 -0.614
H 4.897 0.303 -2.314
H 2.475 -0.010 -1.799
```

- F_max (hartree/bohr) = 0.005
- Kohn-Sham gap (Ha) = 0.2726
- ΔE to the lowest compared entry with this formula, charge and spin (kJ/mol) = 0.00
- LUMO (eV) = -4.61
- charge = +2
- HOMO (Ha) = -0.4420
- electronic energy (Ha) = -3700.0947

2.
ORCA calculation (ωB97M-V/def2-TZVPD) on 2 unconnected molecules or ions with the total composition C3H7O2S in a non-equilibrium geometry.

```
13
Properties=species:S:1:pos:R:3
C 0.275 0.973 -0.746
C 0.464 1.544 0.744
S 0.950 0.144 1.881
H -0.644 0.239 -0.961
H 1.150 0.286 -1.126
H 0.090 1.830 -1.567
H 1.287 2.256 0.783
H -0.556 2.025 0.974
H 0.128 -1.100 1.105
O -0.991 -1.864 -1.549
C -0.835 -2.117 -0.296
O 0.359 -2.159 0.312
H -1.677 -2.058 0.446
```

- F_max (hartree/bohr) = 0.084
- Kohn-Sham gap (Ha) = 0.2870
- ΔE to the lowest compared entry with this formula, charge and spin (kJ/mol) = 193.45
- LUMO (eV) = 3.91
- charge = -1
- HOMO (Ha) = -0.1432
- electronic energy (Ha) = -667.1696

3.
ORCA calculation (ωB97M-V/def2-TZVPD) on a molecular structure, C20H48CuF8N2O26S10 in a non-equilibrium geometry.

```
115
Properties=species:S:1:pos:R:3
Cu -13.658 2.310 -1.695
N -14.390 6.085 -3.149
S -14.045 6.950 -4.347
O -13.265 8.146 -4.172
O -14.986 6.902 -5.483
F -12.902 6.024 -4.879
S -15.228 7.473 -2.453
O -16.314 8.014 -3.224
O -14.527 8.462 -1.561
F -16.034 6.559 -1.361
C -19.488 1.013 0.386
F -19.488 0.900 1.647
F -20.639 0.633 -0.144
F -19.168 2.205 -0.043
S -18.041 -0.267 -0.228
O -17.111 -0.453 0.885
O -18.685 -1.494 -0.631
N -17.352 0.655 -1.686
S -18.296 0.220 -2.872
O -18.014 -1.059 -3.472
O -19.718 0.548 -2.663
C -17.959 1.434 -4.268
F -16.705 1.359 -4.736
F -18.808 1.070 -5.258
F -18.305 2.664 -3.937
O -16.814 6.383 -15.172
S -15.553 6.232 -14.438
O -15.115 5.060 -13.753
O -14.284 6.811 -15.470
C -12.979 6.669 -15.037
C -12.175 7.912 -15.449
C -15.466 7.600 -13.254
H -12.511 5.778 -15.456
H -12.930 6.548 -13.955
H -11.165 7.790 -15.057
H -12.576 8.827 -15.012
H -12.172 7.957 -16.538
H -14.526 8.150 -13.290
H -15.586 7.210 -12.243
H -16.221 8.307 -13.597
O -9.021 4.486 -1.773
S -7.782 5.032 -2.316
O -7.327 4.839 -3.662
O -7.710 6.678 -1.861
C -8.526 6.974 -0.757
C -8.209 8.296 -0.141
C -6.411 4.443 -1.340
H -8.312 6.216 -0.003
H -9.561 6.890 -1.088
H -7.316 8.283 0.484
H -9.106 8.648 0.368
H -8.215 9.089 -0.888
H -6.638 4.585 -0.283
H -5.556 5.083 -1.556
H -6.185 3.401 -1.568
O -18.888 15.092 -0.573
S -18.128 15.747 0.428
O -17.997 17.181 0.294
O -18.514 15.280 2.003
C -18.965 13.921 2.240
C -18.071 13.350 3.428
C -16.473 14.931 0.369
H -18.628 13.250 1.450
H -20.026 13.807 2.461
H -17.587 12.388 3.259
H -18.725 13.247 4.293
H -17.240 14.003 3.692
H -16.631 13.859 0.255
H -15.903 15.000 1.295
H -15.920 15.143 -0.547
O -23.410 9.312 8.724
S -23.392 7.850 8.848
O -24.618 7.117 8.649
O -22.239 7.241 7.896
C -22.371 7.682 6.529
C -21.358 7.004 5.610
C -22.840 7.418 10.528
H -22.108 8.737 6.450
H -23.369 7.503 6.129
H -20.992 6.158 6.191
H -20.516 7.653 5.370
H -21.776 6.870 4.612
H -22.766 6.333 10.453
H -23.603 7.654 11.269
H -21.816 7.754 10.691
O -11.666 -0.712 -5.740
S -10.851 -1.525 -6.781
O -9.516 -1.957 -6.372
O -11.719 -2.815 -7.335
C -10.955 -3.953 -7.892
C -10.614 -3.773 -9.339
C -10.753 -0.551 -8.336
H -11.623 -4.809 -7.792
H -10.057 -4.089 -7.290
H -9.595 -3.557 -9.661
H -11.203 -2.938 -9.720
H -10.930 -4.613 -9.957
H -11.257 -1.069 -9.151
H -9.697 -0.388 -8.552
H -11.123 0.425 -8.022
O -12.344 4.621 3.399
S -11.832 4.888 4.813
O -12.221 3.979 5.933
O -10.181 5.031 4.689
C -9.457 4.943 5.852
C -8.010 5.191 5.505
C -12.307 6.693 5.211
H -9.668 4.008 6.371
H -9.931 5.674 6.507
H -7.561 4.366 4.951
H -7.431 5.283 6.423
H -7.910 6.121 4.945
H -11.856 7.106 6.114
H -13.397 6.657 5.216
H -12.046 7.267 4.322
```

- 2S+1 = 2
- F_max (hartree/bohr) = 0.177
- Kohn-Sham gap (alpha / beta) (Ha) = 0.1533 / 0.1177
- ΔE to the lowest compared entry with this formula, charge and spin (kJ/mol) = 945.90
- LUMO (alpha / beta) (eV) = -4.80 / -5.77
- HOMO (alpha / beta) (Ha) = -0.3296 / -0.3296
- electronic energy (Ha) = -9277.2193

4.
ORCA calculation (ωB97M-V/def2-TZVPD) on 3 unconnected molecules or ions with the total composition C17H33BN3PS in a non-equilibrium geometry.

```
56
Properties=species:S:1:pos:R:3
C -0.760 4.894 1.761
C 0.080 3.490 1.468
C -0.765 2.726 0.242
N -0.341 1.279 0.302
B -1.386 0.306 -0.183
C -3.017 0.480 -0.174
S -3.896 -1.195 -0.094
C -5.649 -0.778 0.417
C -6.785 -1.876 -0.076
P -0.732 -1.404 -0.863
C 0.579 -1.154 -2.227
C 0.262 -2.185 0.609
C -0.573 -3.345 1.418
H -1.218 5.286 0.738
H -0.072 5.747 2.201
H -1.629 4.641 2.516
H 1.190 3.716 1.178
H 0.008 2.864 2.480
H -0.421 3.292 -0.747
H -1.892 2.937 0.474
H 0.096 1.011 1.212
H -3.305 1.033 0.835
H -3.433 1.153 -1.045
H -5.958 0.258 -0.088
H -5.774 -0.664 1.578
H -6.300 -2.945 -0.097
H -7.277 -1.600 -1.122
H -7.671 -1.941 0.716
H 1.433 -0.434 -1.830
H 1.083 -2.220 -2.413
H 0.108 -0.744 -3.225
H 0.552 -1.305 1.329
H 1.255 -2.608 0.152
H 0.123 -4.267 1.698
H -0.997 -2.882 2.421
H -1.494 -3.779 0.840
N 5.663 4.539 0.903
C 6.152 5.012 2.092
C 5.083 5.403 2.867
C 3.907 5.152 2.120
C 4.295 4.616 0.912
H 6.224 4.187 0.137
H 7.217 5.030 2.285
H 5.144 5.823 3.862
H 2.888 5.342 2.430
H 3.715 4.284 0.061
N 0.592 -5.035 -2.628
C 1.023 -6.179 -2.009
C 2.036 -6.719 -2.770
C 2.227 -5.868 -3.884
C 1.324 -4.834 -3.770
H -0.149 -4.432 -2.295
H 0.572 -6.511 -1.084
H 2.579 -7.628 -2.546
H 2.945 -5.994 -4.683
H 1.139 -3.976 -4.402
```

- SMILES = CCCNB(CSCC)P(C)CC.c1cc[nH]c1.c1cc[nH]c1
- F_max (hartree/bohr) = 0.061
- Kohn-Sham gap (Ha) = 0.2862
- LUMO (eV) = 0.16
- HOMO (Ha) = -0.2802
- electronic energy (Ha) = -1596.0329

5.
ORCA calculation (ωB97M-V/def2-TZVPD) on 2 unconnected molecules or ions with the total composition C7H5F3NO2 in a non-equilibrium geometry.

```
18
Properties=species:S:1:pos:R:3
C -1.097 0.720 0.036
C -0.307 0.515 1.157
C -0.683 0.140 -1.107
C 0.700 -0.435 1.235
C 0.511 -0.602 -1.061
C 3.515 -1.591 -1.186
C 2.862 -2.324 0.037
N 1.047 -0.941 0.055
O 3.171 -1.713 -2.310
O 4.385 -0.758 -0.636
F 2.205 -3.439 -0.051
F 3.271 -2.229 1.235
F 5.094 0.060 -1.539
H -1.810 1.414 0.248
H -0.565 1.113 2.034
H -1.235 0.410 -1.938
H 1.350 -0.836 2.025
H 1.067 -1.014 -1.954
```

- F_max (hartree/bohr) = 0.073
- Kohn-Sham gap (Ha) = 0.2935
- ΔE to the lowest compared entry with this formula, charge and spin (kJ/mol) = 454.63
- LUMO (eV) = -6.38
- charge = +1
- HOMO (Ha) = -0.5280
- electronic energy (Ha) = -774.0818

6.
ORCA calculation (ωB97M-V/def2-TZVPD) on a molecular structure, C30H53BrMnN4P2 in a non-equilibrium geometry.

```
91
Properties=species:S:1:pos:R:3
N 4.412 -5.128 4.804
C 3.389 -4.556 5.464
C 2.629 -3.505 4.916
C 2.921 -3.009 3.601
C 4.064 -3.598 2.962
C 4.742 -4.668 3.584
C 2.073 -2.033 2.944
Mn 0.276 -0.588 0.346
P -1.623 -0.106 -2.109
C 2.133 -1.718 1.590
C 1.253 -2.420 0.688
C 1.713 -2.813 -0.588
C 0.956 -3.686 -1.350
C -0.411 -3.888 -0.995
C -0.997 -3.249 0.127
C -0.128 -2.644 1.068
Br -1.458 -4.970 -1.995
H 1.313 -1.627 3.597
H 3.105 -1.416 1.166
H 1.791 -3.101 5.484
H 4.436 -3.270 1.991
H 3.149 -4.951 6.468
H 5.587 -5.185 3.077
H 2.697 -2.412 -0.852
H -0.388 -2.700 2.128
H 1.443 -4.180 -2.194
H -2.059 -3.350 0.312
P 2.018 1.556 -0.116
C -3.422 -0.739 -2.467
C -3.896 -1.273 -3.824
H -4.091 0.099 -2.175
H -3.526 -1.519 -1.697
H -4.897 -1.698 -3.723
H -3.970 -0.440 -4.528
H -3.268 -2.063 -4.258
C -0.895 -0.635 -3.761
C -1.395 0.128 -5.016
H -1.071 -1.719 -3.849
H 0.199 -0.469 -3.717
H -0.745 -0.064 -5.881
H -2.424 -0.132 -5.250
H -1.335 1.207 -4.892
C -1.787 1.704 -2.635
C -2.946 2.228 -3.496
H -0.845 1.833 -3.155
H -1.725 2.319 -1.728
H -2.786 3.300 -3.672
H -3.058 1.802 -4.501
H -3.924 2.091 -3.031
C 1.864 3.406 -0.165
C 3.091 4.197 -0.623
H 1.576 3.721 0.847
H 1.009 3.636 -0.820
H 3.915 4.144 0.100
H 3.461 3.862 -1.598
H 2.817 5.255 -0.730
C 2.354 1.225 -1.901
C 3.232 0.010 -2.159
H 2.765 2.132 -2.367
H 1.361 1.054 -2.357
H 4.092 -0.036 -1.482
H 2.657 -0.914 -2.046
H 3.616 0.025 -3.186
C 3.571 1.386 0.859
C 3.518 2.000 2.257
H 4.387 1.810 0.260
H 3.756 0.311 0.947
H 4.446 1.802 2.808
H 3.396 3.089 2.239
H 2.703 1.573 2.855
C -4.112 -0.599 1.853
N -3.637 0.770 1.983
C -4.681 1.747 1.678
C -2.333 1.047 1.657
N -1.495 0.086 1.223
N -1.953 2.331 1.811
C -2.629 3.325 2.643
C -0.711 2.787 1.243
H -5.102 -0.624 2.322
H -3.435 -1.283 2.379
H -4.207 -0.896 0.785
H -4.987 2.312 2.576
H -4.409 2.461 0.876
H -5.566 1.186 1.340
H -2.047 -0.772 1.105
H -1.859 4.028 2.991
H -3.342 3.957 2.082
H -3.127 2.900 3.526
H 0.149 2.338 1.762
H -0.677 2.597 0.158
H -0.660 3.865 1.407
```

- 2S+1 = 6
- F_max (hartree/bohr) = 0.063
- Kohn-Sham gap (alpha / beta) (Ha) = 0.2228 / 0.2598
- LUMO (alpha / beta) (eV) = -6.95 / -6.59
- charge = +2
- HOMO (alpha / beta) (Ha) = -0.4780 / -0.5021
- electronic energy (Ha) = -5801.0255

7.
ORCA calculation (ωB97M-V/def2-TZVPD) on C5H8O2 in the gas phase.

```
15
Properties=species:S:1:pos:R:3
C 1.766 -0.279 0.122
C 0.251 -0.201 -0.158
O -0.055 -1.161 -1.145
C -0.737 -0.563 0.989
O -2.000 -0.912 0.405
C -0.072 1.174 -0.628
C -0.349 2.288 -0.988
H 2.059 -1.258 0.514
H 2.138 0.502 0.795
H 2.281 -0.142 -0.835
H -0.999 -1.353 -0.956
H -0.894 0.225 1.727
H -0.371 -1.473 1.475
H -2.415 -0.122 0.020
H -0.600 3.266 -1.339
```

- SMILES = C#C[C@](C)(O)CO
- F_max (hartree/bohr) = 0.013
- Kohn-Sham gap (Ha) = 0.4095
- ΔE to the lowest compared entry with this formula, charge and spin (kJ/mol) = 237.25
- LUMO (eV) = 0.82
- HOMO (Ha) = -0.3794
- electronic energy (Ha) = -345.7146

8.
ORCA calculation (ωB97M-V/def2-TZVPD) on 7 unconnected molecules or ions with the total composition C27H54O13 in a non-equilibrium geometry.

```
94
Properties=species:S:1:pos:R:3
O -0.406 6.193 4.130
C -0.466 5.022 4.013
O -1.052 4.328 2.937
C -1.480 5.027 1.812
C -2.843 4.315 1.391
C -0.276 4.124 5.188
H -0.807 4.753 1.135
H -1.582 6.004 1.745
H -3.588 4.497 2.242
H -2.550 3.254 1.054
H -3.260 4.736 0.567
H -1.277 3.361 5.306
H -0.172 4.638 6.106
H 0.621 3.612 4.959
O 6.142 -0.039 -0.127
C 5.309 0.421 -0.898
O 5.198 0.002 -2.085
C 6.017 -1.011 -2.594
C 5.579 -1.445 -4.089
C 4.305 1.540 -0.612
H 5.827 -1.856 -2.035
H 7.084 -0.726 -2.571
H 5.937 -2.441 -4.397
H 5.773 -0.539 -4.805
H 4.466 -1.537 -3.975
H 4.593 2.407 -0.903
H 4.216 1.624 0.429
H 3.148 1.545 -1.013
O -3.321 -0.365 -2.669
C -3.929 -1.460 -2.913
O -3.381 -2.694 -3.145
C -1.914 -2.777 -3.207
C -1.451 -4.180 -3.658
C -5.503 -1.555 -2.766
H -1.404 -2.455 -2.228
H -1.464 -1.952 -3.966
H -1.891 -4.355 -4.544
H -1.870 -4.978 -3.106
H -0.469 -4.329 -3.531
H -5.810 -2.437 -2.231
H -5.828 -1.676 -3.728
H -5.779 -0.578 -2.227
O -2.293 -2.976 1.696
C -2.334 -3.720 0.662
O -1.314 -4.336 0.100
C 0.010 -4.181 0.740
C 0.916 -5.281 0.140
C -3.609 -4.028 0.008
H 0.031 -4.540 1.777
H 0.468 -3.360 0.772
H 0.408 -6.300 0.275
H 2.089 -5.208 0.563
H 1.056 -5.231 -0.929
H -3.855 -3.245 -0.626
H -4.416 -4.224 0.882
H -3.602 -5.067 -0.344
O 1.248 1.267 -4.989
C 1.492 1.078 -3.820
O 1.521 1.895 -2.833
C 1.109 3.199 -3.184
C 1.377 4.117 -1.941
C 1.754 -0.342 -3.246
H 0.129 3.112 -3.391
H 1.356 3.722 -4.087
H 2.482 4.531 -1.617
H 0.999 3.573 -1.001
H 0.841 5.161 -2.052
H 0.959 -0.914 -3.784
H 1.728 -0.563 -2.176
H 2.869 -0.577 -3.576
O -2.981 -1.110 4.367
C -2.345 -0.059 4.197
O -0.966 0.018 4.356
C -0.221 -1.148 4.275
C 1.203 -0.805 4.551
C -2.966 1.305 3.970
H -0.292 -1.862 3.371
H -0.644 -1.715 4.951
H 1.470 -0.584 5.670
H 1.723 0.048 4.039
H 1.866 -1.745 4.089
H -3.980 1.138 3.948
H -2.275 1.710 3.049
H -2.793 2.056 4.853
C -1.150 0.498 0.143
C 0.356 0.554 0.549
O 1.088 -0.510 0.283
C 0.728 1.590 1.479
H -1.385 -0.405 0.609
H -1.290 0.479 -0.950
H -1.672 1.397 0.392
H 0.765 2.471 0.931
H 1.695 1.483 1.668
H 0.242 1.625 2.237
```

- SMILES = CCOC(C)=O.CCOC(C)=O.CCOC(C)=O.CCOC(C)=O.CCOC(C)=O.CCOC(C)=O.CC(C)=O
- F_max (hartree/bohr) = 0.217
- Kohn-Sham gap (Ha) = 0.3785
- ΔE to the lowest compared entry with this formula, charge and spin (kJ/mol) = 1108.58
- LUMO (eV) = 0.46
- HOMO (Ha) = -0.3617
- electronic energy (Ha) = -2038.9278

9.
ORCA calculation (ωB97M-V/def2-TZVPD) on C2H3BrO in the gas phase in a non-equilibrium geometry.

```
7
Properties=species:S:1:pos:R:3
C 0.880 0.099 0.546
C 0.147 -0.037 -0.514
O -1.264 0.431 -0.806
Br -2.736 -0.132 0.143
H 1.855 -0.271 0.573
H 0.564 0.204 1.588
H 0.554 -0.294 -1.530
```

- SMILES = C=COBr
- F_max (hartree/bohr) = 0.083
- Kohn-Sham gap (Ha) = 0.3427
- ΔE to the lowest compared entry with this formula, charge and spin (kJ/mol) = 287.42
- LUMO (eV) = -0.45
- HOMO (Ha) = -0.3594
- electronic energy (Ha) = -2727.1464

10.
ORCA calculation (ωB97M-V/def2-TZVPD) on C6H10O2S in the gas phase in a non-equilibrium geometry.

```
19
Properties=species:S:1:pos:R:3
C -1.531 2.570 -0.996
C -0.371 2.132 -1.346
C 0.397 1.089 -0.557
C 0.716 -1.668 0.019
C 0.872 -1.372 1.490
C 0.227 -1.896 2.453
H -1.997 2.223 -0.306
H -1.990 3.354 -1.701
H 0.124 2.541 -2.047
H 0.208 1.276 0.594
H 1.554 0.975 -0.954
H 1.834 -1.787 -0.603
H 0.325 -2.537 -0.119
H 1.575 -0.470 1.829
H -0.310 -2.635 2.197
H 0.372 -1.658 3.642
O -0.037 -0.845 -2.316
O -1.664 -0.682 -0.338
S -0.304 -0.610 -0.941
```

- SMILES = C=CCS(=O)(=O)CC=C
- F_max (hartree/bohr) = 0.221
- Kohn-Sham gap (Ha) = 0.3868
- ΔE to the lowest compared entry with this formula, charge and spin (kJ/mol) = 476.46
- LUMO (eV) = 0.64
- HOMO (Ha) = -0.3632
- electronic energy (Ha) = -783.0750